[1]
88
Properties=species:S:1:pos:R:3:mulliken_spin:R:1 method="wB97M-V/def2-TZVPD" molar_mass_g_mol=605.0 s2=8.806 orbital_gap_ev="4.43 / 4.66" e_above_lowest_kj_mol=771.4 fmax_ev_per_a=9.21 spin_multiplicity=6 total_energy_ha=-3540.0422 total_charge=-1
Fe -1.7193 2.3396 1.8938 3.005
P -0.5110 -1.2145 -0.2106 0.029
Cl -3.2349 1.3179 3.1390 0.046
C 1.4926 -0.9325 -0.1270 0.028
H 1.6703 -1.3635 1.0128 0.065
H 1.4464 0.2137 -0.0127 0.109
C -1.7907 0.1865 -0.1272 -0.112
C -0.5037 -2.1144 1.4023 0.030
C -3.1536 -0.1845 -0.7349 -0.022
H -1.9007 0.3201 0.9844 -0.081
C -4.1830 0.9353 -0.5094 0.007
H -3.0621 -0.3261 -1.8132 0.001
H -3.5317 -1.1397 -0.2883 0.001
C -3.6803 2.1923 -1.2142 -0.010
H -5.1290 0.6283 -0.9943 -0.001
H -4.3973 1.0718 0.5360 0.003
C -2.3064 2.6269 -0.6685 0.158
H -3.6868 2.0263 -2.2675 0.000
H -4.4193 3.0149 -1.0209 -0.005
C -1.2179 1.5279 -0.6321 0.201
H -1.9274 3.4496 -1.2947 -0.002
H -2.5362 3.0789 0.3284 -0.079
H -0.6575 1.4465 -1.5754 0.051
H -0.4027 1.8247 0.0902 -0.102
C -0.7611 -2.3533 -1.6750 -0.067
C 0.3192 -3.4099 1.2430 0.001
H 0.0506 -1.4426 2.0854 -0.014
C 0.4985 -4.0541 2.6105 0.012
H -0.1988 -4.0958 0.5510 -0.004
H 1.3254 -3.2537 0.8164 0.003
C -0.8136 -4.2080 3.3753 0.001
H 0.9940 -5.0018 2.4817 0.001
H 1.1880 -3.4091 3.1845 -0.002
C -1.7067 -2.9682 3.3919 -0.003
H -1.3763 -5.0421 2.9437 0.000
H -0.6149 -4.4935 4.4127 0.000
C -1.8770 -2.3165 2.0263 -0.009
H -2.6777 -3.1778 3.7909 -0.001
H -1.2376 -2.2087 4.0416 0.001
H -2.4993 -2.9335 1.3514 -0.004
H -2.4120 -1.3629 2.1480 0.004
C -0.8228 -1.5948 -3.0236 0.146
H 0.1690 -2.9605 -1.6545 0.005
C -0.8449 -2.6149 -4.1766 -0.001
H -1.7969 -1.0672 -3.0732 0.019
H -0.0528 -0.8149 -3.0973 -0.044
C -1.9247 -3.6980 -4.0521 -0.003
H -1.0039 -2.0972 -5.1288 -0.001
H 0.1432 -3.0837 -4.2521 0.000
C -1.9804 -4.3390 -2.6668 0.003
H -2.9238 -3.2459 -4.2153 -0.001
H -1.8020 -4.4711 -4.8075 0.000
C -1.9656 -3.3070 -1.5365 0.002
H -2.8744 -4.9331 -2.5866 0.000
H -1.1131 -5.0148 -2.5558 0.000
H -2.8945 -2.7152 -1.6145 0.000
H -1.9786 -3.8165 -0.5584 0.001
C 1.0311 1.7958 -3.4533 0.925
C 2.2083 -1.1997 -1.2159 0.749
H -0.0685 1.8680 -3.5241 -0.061
C 3.6025 -0.4187 -1.3860 -0.025
H 1.7256 -1.5919 -2.3017 -0.036
C 3.5432 1.1388 -0.8613 0.087
H 4.6236 -0.9517 -0.7162 0.046
H 3.9388 -0.3260 -2.4386 0.002
C 3.1689 2.3376 -1.8263 -0.043
H 3.1526 1.2526 0.0876 -0.020
H 4.6580 1.3052 -0.6981 -0.008
C 1.5756 2.6982 -2.4015 -0.110
H 3.7206 3.2266 -1.3024 -0.011
H 3.8600 2.2407 -2.6494 0.000
H 1.0378 2.8122 -1.3949 -0.001
H 1.6883 3.7544 -2.8685 0.121
O 3.7908 2.2505 2.5898 0.001
C 3.4580 3.5493 2.8074 -0.005
C 4.4140 4.4734 3.1901 0.001
C 4.0902 5.7120 3.5135 -0.001
C 2.7213 6.2194 3.4101 0.001
C 1.7921 5.2617 2.9120 0.000
C 2.0794 3.9682 2.6808 0.000
C 1.1218 2.9144 2.1950 -0.019
O -0.1369 3.2804 2.3294 0.051
O 1.5110 1.9070 1.6939 -0.015
H 2.9618 1.7816 2.2464 0.001
H 5.4782 4.0836 3.2966 0.000
H 4.8274 6.4064 3.9085 0.000
H 2.4789 7.1713 3.7344 0.000
H 0.7533 5.6585 2.7671 0.000

[2]
6
Properties=species:S:1:pos:R:3:nbo_charge:R:1 method="wB97M-V/def2-TZVPD" molar_mass_g_mol=58.0 orbital_gap_ev="7.42 / 9.73" e_above_lowest_kj_mol=885.7 fmax_ev_per_a=8.26 total_energy_ha=-227.5105
C 2.1110 -1.1929 0.0868 -0.135
C 0.6414 0.4943 0.3317 0.612
O -1.8866 -0.0213 0.2273 -0.508
O -0.4592 0.8760 0.1776 -0.424
H 2.1076 -0.9478 -1.0263 0.015
H -2.5141 0.7917 0.2029 0.440

[3]
66
Properties=species:S:1:pos:R:3:nbo_charge:R:1 method="wB97M-V/def2-TZVPD" molar_mass_g_mol=340.5 orbital_gap_ev=10.25 e_above_lowest_kj_mol=416.5 fmax_ev_per_a=4.97 smiles=CCO.CCO.CCO.CCO.CCO.CCO.CO.CO total_energy_ha=-1161.5233
C -1.1533 1.0396 1.1472 -0.661
C -2.2863 1.4306 0.0812 -0.049
O -1.7153 1.9216 -1.0248 -0.730
H -0.4703 1.8486 1.4022 0.214
H -0.6723 0.1256 0.8462 0.194
H -1.5303 0.7316 2.1642 0.215
H -2.9673 2.1346 0.5532 0.169
H -2.8773 0.5906 -0.2318 0.163
H -1.4583 1.1646 -1.5408 0.501
C 1.7097 1.9126 -2.8608 -0.638
C 1.7337 1.0086 -4.1128 -0.063
O 2.7027 1.5086 -5.0248 -0.734
H 2.4707 1.5306 -2.1438 0.204
H 0.8937 1.7056 -2.1938 0.200
H 1.8497 2.9446 -2.9748 0.225
H 0.7617 1.0476 -4.5588 0.157
H 1.9037 -0.0144 -3.7668 0.173
H 2.3427 2.2376 -5.6008 0.473
C 2.3517 1.2136 0.9812 -0.634
C 2.5327 -0.2924 1.0422 -0.049
O 3.4397 -0.7514 0.1362 -0.734
H 1.7857 1.3996 0.0972 0.222
H 3.3057 1.7726 0.9452 0.199
H 1.7977 1.5946 1.7982 0.206
H 1.5657 -0.7764 0.9922 0.171
H 3.0147 -0.5194 1.9832 0.142
H 4.3497 -0.3404 0.1872 0.477
C -3.4243 -2.3994 -0.8888 -0.659
C -2.8193 -3.7534 -1.2668 -0.065
O -3.0973 -4.1334 -2.6118 -0.731
H -4.5463 -2.4604 -1.0858 0.214
H -3.1303 -1.5094 -1.4598 0.212
H -3.4503 -2.2414 0.1742 0.240
H -3.1723 -4.5204 -0.6208 0.169
H -1.7583 -3.6874 -1.0908 0.149
H -2.3883 -4.6494 -2.9698 0.471
C 0.7947 0.0336 4.2232 -0.623
C 2.0807 0.4726 4.9962 -0.047
O 2.4757 -0.6214 5.6362 -0.718
H 0.9657 -0.7464 3.5482 0.201
H 0.3107 0.9296 3.7882 0.208
H 0.0207 -0.4264 4.9552 0.208
H 1.7017 1.1986 5.7162 0.140
H 2.9117 0.8716 4.4572 0.158
H 3.4017 -0.5634 5.9392 0.471
C 0.1157 -1.3764 -1.8868 -0.655
C -0.8973 -1.2734 -3.0658 -0.071
O -1.5763 0.0066 -3.2038 -0.750
H -0.4843 -1.2324 -1.0198 0.202
H 0.8727 -0.5484 -1.8868 0.225
H 0.6587 -2.3454 -1.7518 0.233
H -1.5793 -2.0504 -2.9628 0.177
H -0.3503 -1.3964 -3.9578 0.164
H -2.1523 -0.0994 -3.9338 0.482
C 0.0407 4.6416 0.4482 -0.249
O 0.4647 3.7086 -0.6018 -0.776
H -0.2463 4.1086 1.3492 0.154
H -0.8063 5.2296 0.0602 0.173
H 0.8997 5.2146 0.7452 0.183
H -0.2483 3.0656 -0.8138 0.496
C -0.9393 -2.6754 1.8402 -0.245
O -2.1713 -2.2464 2.4922 -0.737
H -0.7593 -3.7124 2.0242 0.174
H -0.1623 -1.9234 2.1112 0.168
H -0.9073 -2.6924 0.8152 0.173
H -2.0303 -2.3644 3.4392 0.471